## P
DFT (ωB97M-V with the def2-TZVPD basis set) results for a single C14H21N3O2S molecule.

Last column: natural (NBO) charge in e.
Cartesian coordinates (Å):
C -3.3868 -1.4917 1.0893  -0.624
C -4.0948 -0.1420 1.1075  -0.397
C -4.0426 0.5979 -0.2389  -0.035
C -4.6077 -0.2509 -1.3732  -0.620
N -2.6598 0.9498 -0.5462  -0.642
C -2.1801 2.1764 0.0518  -0.306
C -0.6628 2.2133 0.0639  0.674
O -0.0005 3.2316 0.1404  -0.608
N -0.0956 0.9872 0.0030  -0.640
C 1.2569 0.8050 0.0181  0.081
S 2.3239 2.1628 0.1145  0.516
C 3.6669 1.0733 0.0634  -0.226
C 3.3080 -0.2343 -0.0141  -0.038
C 1.8967 -0.4230 -0.0344  -0.274
C 1.1155 -1.6593 -0.0910  0.683
N 1.8147 -2.8160 -0.0309  -0.812
O -0.1081 -1.6716 -0.1865  -0.668
C 4.5231 -1.1133 -0.0464  -0.434
C 5.6730 -0.1073 -0.2882  -0.377
C 5.1403 1.2840 0.1142  -0.424
H -3.9475 -2.2167 0.5056  0.198
H -3.2954 -1.8751 2.1031  0.208
H -2.3922 -1.3985 0.6630  0.235
H -3.6318 0.4910 1.8674  0.194
H -5.1417 -0.2762 1.3891  0.200
H -4.6637 1.5093 -0.1456  0.166
H -5.5901 -0.6317 -1.1067  0.216
H -4.7049 0.3434 -2.2804  0.207
H -3.9457 -1.0877 -1.5756  0.217
H -2.5233 0.9790 -1.5508  0.367
H -2.5039 2.2108 1.0973  0.222
H -2.5483 3.0959 -0.4326  0.201
H -0.6681 0.1378 -0.0823  0.483
H 2.8060 -2.8322 0.1149  0.397
H 1.3003 -3.6804 -0.0370  0.405
H 4.4898 -1.8615 -0.8407  0.211
H 4.6529 -1.6256 0.9125  0.205
H 6.5687 -0.3770 0.2684  0.210
H 5.9243 -0.1012 -1.3489  0.206
H 5.4799 2.0677 -0.5627  0.217
H 5.4545 1.5569 1.1256  0.208

Results
* SMILES: CC[C@H](C)NCC(=O)Nc1sc2c(c1C(N)=O)CCC2
* HOMO energy: -7.7 eV
* HOMO-LUMO gap: 8.511 eV

---

## Q
DFT (ωB97M-V with the def2-TZVPD basis set) results for a single C14H21N3O2S molecule.

Last column: natural (NBO) charge in e.
Cartesian coordinates (Å):
C -5.0234 -0.1635 0.7839  -0.407
N -4.0607 -1.1298 0.3082  -0.462
C -4.5565 -2.4869 0.2540  -0.406
C -3.0298 -0.8057 -0.5399  0.796
O -2.6178 -1.5729 -1.3915  -0.656
N -2.4797 0.4504 -0.3680  -0.477
C -2.2386 0.9953 0.9595  -0.217
C -0.7458 1.2246 1.1854  -0.401
C -0.2433 2.3265 0.2392  -0.304
C 1.2796 2.2718 0.2038  0.691
O 1.9690 2.9957 0.8906  -0.621
N 1.7998 1.3424 -0.6285  -0.627
C 3.2074 1.0264 -0.6465  -0.260
C 3.4535 -0.4018 -0.2834  -0.204
C 4.5144 -1.1913 -0.5985  -0.256
C 4.4091 -2.4972 -0.0661  -0.248
C 3.2674 -2.6820 0.6399  -0.413
S 2.2967 -1.2640 0.6800  0.419
C -0.9320 2.1937 -1.1306  -0.426
C -1.4815 0.7939 -1.3726  -0.209
H -4.7469 0.8375 0.4671  0.218
H -6.0104 -0.3940 0.3695  0.194
H -5.0967 -0.1923 1.8748  0.192
H -4.8286 -2.8087 1.2605  0.191
H -3.7701 -3.1267 -0.1386  0.240
H -5.4331 -2.5710 -0.3968  0.184
H -2.7680 1.9499 1.0769  0.184
H -2.6185 0.2932 1.7029  0.222
H -0.2083 0.2908 1.0073  0.210
H -0.5689 1.5167 2.2205  0.230
H -0.4948 3.2984 0.6742  0.232
H 1.1870 0.7301 -1.1430  0.400
H 3.6772 1.7004 0.0811  0.256
H 3.6368 1.2325 -1.6351  0.207
H 5.3463 -0.8545 -1.1908  0.222
H 5.1517 -3.2613 -0.2103  0.224
H 2.9242 -3.5638 1.1426  0.236
H -0.2427 2.4568 -1.9345  0.226
H -1.7669 2.8951 -1.1787  0.219
H -1.9728 0.7443 -2.3487  0.224
H -0.6843 0.0370 -1.3840  0.180

Results
* SMILES: CN(C)C(=O)N1CCC(C(=O)NCc2cccs2)CC1
* HOMO energy: -8.8 eV
* HOMO-LUMO gap: 9.414 eV

---

It comes down to P, which is 70.5 kJ/mol more stable than the next structure.

---

## P
DFT (ωB97M-V with the def2-TZVPD basis set) results for 6 unconnected molecules or ions with the total composition C20H42NO11S4.

Last column: Mulliken charge in e.
Cartesian coordinates (Å):
N 1.2665 -0.3059 -1.6352  -0.092
H 1.7907 -0.1045 -2.2500  0.323
H 1.2253 0.2912 -0.7802  0.136
H 1.5970 -1.0916 -1.2955  0.326
H 0.2757 -0.4840 -2.0385  0.248
C -0.2267 -7.0663 -4.2311  -1.781
C -1.0260 -5.8876 -4.5136  0.566
C -2.1030 -5.6428 -3.4751  -0.423
O -1.3593 -4.6726 -2.6619  -0.223
C -0.4166 -4.1586 -3.3401  0.566
O 0.2251 -3.2084 -2.8705  -0.598
O -0.1693 -4.8272 -4.4639  -0.303
H 0.4965 -7.1770 -4.9731  0.440
H -0.6248 -7.8723 -4.3635  0.698
H 0.2916 -6.9888 -3.2028  0.244
H -1.4656 -6.1722 -5.6175  0.222
H -2.6465 -6.5185 -3.0172  0.327
H -3.0223 -5.1360 -3.9694  0.258
C 5.9190 3.1633 0.8856  -0.416
C 5.2514 3.4514 2.1579  -0.565
C 3.9360 4.1940 1.7884  -1.170
S 3.3030 3.3806 0.3781  1.111
O 2.8484 4.3608 -0.5925  -0.746
O 2.4472 2.2378 0.7233  -0.344
C 4.8251 2.7065 -0.1534  -0.998
H 6.7452 2.2569 1.1966  0.257
H 6.2909 4.1556 0.5258  0.286
H 5.8892 3.9348 2.8219  0.474
H 4.9504 2.5944 2.9475  0.142
H 4.0435 5.1360 1.4695  0.550
H 3.2217 4.2630 2.5357  0.576
H 5.3375 3.0400 -1.0673  0.339
H 4.7551 1.7052 -0.2471  0.519
C -5.5109 -1.5742 -0.1307  -0.736
C -4.5882 -2.8161 -0.0570  -0.804
C -3.2464 -2.3024 0.4823  -0.520
S -2.8967 -0.7430 -0.3096  1.237
O -2.1689 -1.0223 -1.4841  -0.709
O -2.5020 0.1940 0.6699  -0.613
C -4.6292 -0.4314 -0.8106  -0.699
H -5.6834 -1.4558 0.8579  0.359
H -6.3027 -1.5768 -0.7901  0.408
H -4.5224 -3.3699 -0.9332  0.309
H -5.0728 -3.4188 0.6331  0.437
H -2.3617 -3.0161 0.1863  0.251
H -3.1888 -1.8949 1.4856  0.392
H -4.7236 -0.3176 -1.9793  0.334
H -4.6705 0.6347 -0.4635  0.322
C 1.4575 0.1449 3.4768  -0.681
C 2.6071 -0.6926 2.7907  -0.096
C 2.3061 -2.0954 2.6460  -1.362
S 0.6329 -2.0676 2.1635  1.187
O 0.0794 -3.1531 2.8520  -0.722
O 0.6655 -2.0234 0.7103  -0.505
C 0.2034 -0.4688 2.7764  0.224
H 1.3311 1.2277 3.2517  0.153
H 1.5469 0.3712 4.5929  0.288
H 3.4759 -0.4759 3.3188  0.734
H 2.9319 -0.2757 1.7737  -0.237
H 2.2909 -2.4928 3.6876  0.297
H 3.0150 -2.4795 2.1769  0.774
H -0.5783 -0.6459 3.5526  0.348
H -0.0970 0.3695 2.1924  -0.335
C -2.3802 4.6892 1.2484  -2.193
C -1.6452 5.6143 0.2427  -0.614
C -0.4853 4.7457 -0.4928  -0.764
S -1.2405 3.1412 -0.5418  0.929
O -0.3084 2.1265 -0.5803  -0.360
O -2.3845 3.0790 -1.4696  -0.720
C -1.8689 3.1985 1.1650  -0.439
H -3.2966 4.6945 1.3720  0.892
H -2.2507 5.1436 2.0372  0.975
H -1.2065 6.5476 0.3650  0.566
H -2.3997 5.6346 -0.6874  0.226
H 0.2743 4.8769 -0.0300  0.461
H -0.4308 5.0985 -1.6554  0.294
H -1.1547 2.9812 1.7545  0.667
H -2.8944 2.7394 1.2822  0.097

Results
* total charge: +1
* HOMO energy: -12.0 eV
* HOMO-LUMO gap: 10.048 eV

---

## Q
DFT (ωB97M-V with the def2-TZVPD basis set) results for 6 unconnected molecules or ions with the total composition C20H42NO11S4.

Last column: Mulliken charge in e.
Cartesian coordinates (Å):
N 0.4515 0.3055 -2.2278  -0.111
H 0.8450 0.8094 -1.4781  0.221
H 0.4563 0.9773 -2.9990  0.416
H -0.4923 -0.0922 -2.0338  0.347
H 0.9076 -0.4772 -2.6765  0.218
C 3.9241 -0.7065 0.0861  -2.390
C 4.7323 -0.4581 -1.3123  0.449
C 5.7206 -1.4729 -1.7448  -0.560
O 4.8675 -2.3617 -2.7020  -0.391
C 3.8190 -1.6323 -3.1352  0.607
O 3.0793 -1.8725 -3.9961  -0.499
O 3.8222 -0.4720 -2.3361  -0.311
H 4.6278 -0.7700 0.6827  0.887
H 3.5948 -1.5988 0.0916  0.610
H 3.3758 0.1218 0.1133  0.589
H 5.3120 0.4373 -1.3520  0.381
H 6.0504 -2.1076 -0.9242  0.308
H 6.5010 -0.9660 -2.3756  0.337
C -5.2886 1.8328 0.6708  -0.720
C -5.3072 2.5178 -0.6982  -0.395
C -5.0062 1.3858 -1.7449  -0.605
S -4.0563 0.1660 -0.8476  1.014
O -2.6956 0.2388 -1.4342  -0.608
O -4.8439 -1.0651 -0.9556  -0.682
C -4.0648 0.9414 0.7802  0.146
H -6.1918 1.0029 0.9294  0.259
H -5.1833 2.6714 1.3662  0.323
H -4.6055 3.3698 -0.7577  0.103
H -6.3174 2.9088 -0.9708  0.372
H -4.2218 1.4412 -2.6295  0.285
H -5.9764 0.9209 -2.1816  0.301
H -3.1361 1.5140 1.0807  -0.444
H -4.1962 0.2459 1.5422  0.599
C 0.3507 5.3651 0.8360  -0.540
C -0.7547 5.1512 1.8237  -1.066
C -1.4143 3.8796 1.2146  -0.054
S -1.1781 3.8361 -0.5594  1.036
O -2.3657 4.3313 -1.2676  -0.671
O -0.4050 2.7494 -0.9793  -0.442
C -0.0080 5.2268 -0.5641  -0.725
H 1.1586 4.6528 0.9794  0.216
H 0.9445 6.1937 1.3110  0.374
H -1.5352 5.9447 1.4844  0.191
H -0.4598 5.0163 2.6676  0.809
H -2.3646 3.8711 1.1954  0.595
H -1.0699 2.9043 1.5842  -0.496
H -0.7670 5.9579 -0.8007  0.382
H 0.9571 4.9132 -1.1302  0.281
C 2.5107 -5.0349 -1.2658  0.097
C 1.8804 -5.4588 -2.5483  -0.389
C 0.5325 -4.6812 -2.7096  -0.754
S 0.1309 -3.9253 -1.2340  1.027
O -1.1865 -4.2227 -0.7669  -0.731
O 0.3973 -2.4557 -1.3187  -0.450
C 1.4660 -4.6261 -0.1502  -0.593
H 2.9063 -4.0906 -1.2840  -0.449
H 3.4400 -5.6200 -1.0236  0.406
H 1.5650 -6.6144 -2.4499  0.255
H 2.4181 -5.3538 -3.6152  0.270
H -0.3551 -5.3390 -3.0749  0.317
H 0.6168 -3.8980 -3.3812  0.453
H 1.1701 -5.6072 0.4351  0.296
H 1.6630 -3.8278 0.6463  0.263
C -1.1172 -1.2378 3.4703  -0.341
C -0.0325 -1.3404 4.5942  -1.136
C 1.2341 -0.5388 3.8405  -0.891
S 0.6210 0.6089 2.7655  1.108
O 1.0593 0.3525 1.4646  -0.375
O 0.7072 2.0120 3.2959  -0.720
C -1.0203 0.1693 2.9307  -0.776
H -2.2688 -1.5986 3.5918  0.328
H -0.7061 -1.9193 2.6846  0.062
H 0.1603 -2.2731 4.6398  0.622
H -0.3716 -0.8458 5.4490  0.365
H 1.8921 -1.2468 3.3457  0.333
H 1.7773 0.0011 4.5109  0.591
H -1.3304 -0.0594 1.9885  0.271
H -1.3525 0.9224 3.5440  0.595

Results
* total charge: +1
* HOMO energy: -12.4 eV
* HOMO-LUMO gap: 10.424 eV

---

It comes down to Q, which is 300.2 kJ/mol more stable than the next structure.